(1)
DFT (the ωB97M-V functional and the def2-TZVPD basis) results for a 19-piece molecular cluster, C69H186N28O29 overall.

Last column: Mulliken charge in e.
CARTESIAN COORDINATES (ANGSTROEM)
O -3.085 0.659 -6.586  -0.135
O 3.760 4.947 1.011  -0.791
O 5.929 -9.113 -0.088  -0.221
O 6.018 1.946 -1.830  -0.750
O -2.165 1.911 -3.462  1.711
O -3.790 0.990 6.160  -0.119
O -8.236 0.765 -7.888  -0.204
O -0.410 -2.575 8.020  0.090
O 4.192 3.841 -8.373  -0.461
O 0.302 3.182 -5.255  -0.764
O -0.005 -3.120 3.607  -0.518
O -5.072 -4.170 5.274  -0.203
O 4.458 -0.867 -6.045  -0.586
O -0.132 2.297 12.085  -0.356
O 4.240 0.828 2.760  -0.444
O -0.016 1.306 0.976  1.253
O 2.811 4.429 8.471  -0.211
O -1.227 5.212 -0.784  -0.821
O 8.246 -2.451 -1.998  -0.440
O -4.393 2.407 1.743  -0.466
O -7.015 3.281 -3.428  -0.424
O 4.261 -6.105 -5.367  -0.318
O 3.044 -4.994 0.937  -0.270
O 2.078 -0.808 -10.133  -0.405
O -1.652 4.464 4.870  0.324
O -2.408 -1.887 0.367  -0.381
O -4.861 -2.075 -2.521  -0.960
O 1.942 -0.243 -4.221  0.943
O 2.453 0.905 6.541  -0.573
N -3.919 -1.377 8.316  -0.265
N 2.009 3.490 1.299  0.822
N 2.808 0.595 -6.717  1.564
N -2.518 3.877 -4.621  -0.135
N 0.499 2.354 8.422  0.454
N -4.718 -0.369 -4.011  0.320
N 5.396 2.136 1.338  -0.193
N 4.295 0.847 -2.548  1.086
N 2.100 1.958 -9.282  0.057
N -2.763 4.850 0.797  0.018
N -2.934 -2.827 4.110  -0.487
N -3.159 -0.561 -2.264  1.317
N 4.186 -7.935 1.852  -0.248
N -5.906 2.435 -0.582  0.307
N 1.334 0.996 -1.612  2.491
N 5.042 0.803 -7.442  -0.252
N 1.880 5.224 -0.231  -0.075
N -4.032 3.021 -3.050  -0.009
N -2.041 3.157 -0.626  2.267
N 1.314 4.856 5.712  -0.360
N 5.362 -0.106 0.958  -0.088
N 2.421 3.275 -4.427  -0.029
N -3.739 -3.639 -0.238  -0.316
N 4.011 2.983 -1.801  -0.033
N 0.573 4.018 -3.146  -0.077
N -1.735 -4.033 0.824  -0.452
N 5.830 -3.770 -3.329  -0.287
N -5.886 -0.364 -7.045  0.242
C -2.877 2.852 -3.755  -0.739
C -2.683 -3.056 0.282  0.181
C 1.077 0.685 6.757  1.414
C 1.062 -0.231 -9.377  -0.270
C 0.665 2.153 10.895  0.718
C 1.447 -3.263 3.812  -0.008
C -4.326 -2.338 3.969  0.595
C 4.840 -4.777 -5.303  -0.430
C 3.097 -7.030 2.178  -0.878
C -5.282 1.299 1.465  -0.245
C -4.579 0.835 7.357  -0.926
C 2.653 4.497 6.064  0.256
C -3.993 0.061 8.559  -0.236
C -9.107 1.353 -8.796  -0.844
C 0.762 0.106 0.674  -1.101
C 3.142 5.167 7.318  -1.435
C -0.513 -2.060 4.389  0.809
C 1.843 0.476 -0.329  0.035
C -3.919 0.957 -7.661  -0.746
C 3.912 -9.167 1.133  -0.582
C 0.321 -3.674 8.500  -0.987
C -4.857 -0.192 -8.087  -0.664
C 0.932 1.223 -9.672  -0.740
C 4.122 0.137 -6.705  -0.082
C 2.218 -1.607 -4.354  -0.646
C -2.585 1.814 6.344  0.943
C -0.962 1.073 1.978  0.976
C 4.922 4.498 -7.416  -0.766
C -7.002 3.050 -4.785  -0.559
C 4.883 0.980 1.715  0.193
C -1.775 1.207 -6.676  -0.327
C -5.468 1.195 -0.013  -0.215
C 2.805 0.835 5.199  -0.152
C 2.767 3.989 -8.085  0.293
C 0.534 -0.066 -2.229  0.095
C 5.117 -9.879 0.813  -0.655
C 7.232 -3.201 -1.293  -0.689
C -1.499 -2.153 8.880  -0.994
C -0.525 4.633 4.007  -0.404
C -7.215 2.510 -1.211  -1.400
C 0.691 0.057 -3.727  0.112
C 2.587 4.559 0.679  0.155
C -5.722 -5.443 5.274  -0.863
C 2.151 -2.146 -9.817  -0.662
C 0.632 2.141 13.286  -0.582
C -7.016 -1.275 -7.432  -0.834
C -1.945 -1.765 3.996  1.418
C -7.943 -0.520 -8.381  -0.727
C 2.413 -6.201 1.128  -0.275
C 2.371 -4.154 0.043  -0.502
C 1.893 3.411 -9.177  -0.958
C 5.875 -3.395 -1.935  0.144
C 7.883 -1.095 -2.145  -0.080
C 1.046 3.472 -4.352  0.325
C -2.452 5.554 5.210  -0.958
C 0.798 4.105 4.560  0.757
C 4.593 -4.351 -3.900  0.169
C -7.363 2.122 -2.639  0.151
C -5.280 -3.506 4.021  -0.860
C -0.174 2.581 9.684  -0.612
C 0.671 0.977 8.165  -0.834
C -4.109 2.369 3.171  -0.047
C -4.199 -1.100 -2.901  0.769
C 7.169 -9.791 -0.477  -0.817
C 4.349 -6.604 -6.684  -0.676
C 3.562 4.708 9.643  -0.715
C 4.837 1.961 -2.060  0.107
C -2.035 4.452 -0.258  -0.188
C -2.611 -1.797 7.828  0.699
H 5.627 -10.085 1.736  0.367
H -4.896 0.324 1.855  -0.235
H -1.127 0.753 -7.462  0.535
H 1.615 2.793 10.956  -0.524
H 0.915 4.988 -0.258  -0.042
H -2.960 4.770 -4.539  0.202
H -6.313 -3.172 3.825  0.378
H 2.231 3.960 -10.076  0.224
H 2.339 -0.494 -0.516  -0.109
H 6.134 -3.076 -3.947  0.303
H 2.014 1.301 4.550  -0.191
H 0.102 -0.599 0.254  0.092
H 0.686 1.213 -10.798  0.218
H -5.489 0.382 7.048  0.544
H -4.445 -1.949 2.907  -0.369
H 2.703 5.062 -7.880  0.674
H 5.489 -4.228 -1.387  0.377
H -0.484 -2.260 5.532  -0.302
H -3.735 -4.635 -0.431  0.230
H -1.269 -1.297 9.525  0.100
H 4.997 4.053 -6.441  0.226
H 4.983 2.995 1.699  0.141
H 0.797 -0.440 6.598  -0.048
H 1.243 -0.451 -8.352  -0.043
H -0.796 4.152 3.034  -0.287
H 3.999 -5.860 -7.380  0.292
H -3.654 1.380 3.383  -0.035
H 3.480 -6.290 2.942  0.264
H -5.319 -0.987 -4.552  0.148
H 7.844 -4.100 -1.204  0.293
H 2.643 1.150 0.096  -0.560
H -5.103 0.123 -9.104  0.310
H 3.153 4.081 10.426  0.056
H -0.420 -4.481 8.558  0.386
H 2.803 3.398 6.231  -0.169
H 2.671 -4.345 -0.993  0.363
H 2.860 1.666 -9.847  0.177
H 3.307 0.809 -2.657  -0.870
H -2.003 -1.478 2.914  -0.533
H -0.439 3.642 9.797  0.428
H -2.658 -1.083 -1.515  -0.557
H 5.919 -4.735 -5.554  0.324
H 0.703 2.915 4.646  -0.554
H 7.757 -10.159 0.372  0.306
H 0.865 3.705 -8.872  0.341
H -2.115 -1.128 7.151  -0.457
H 5.186 -2.507 -1.658  -0.321
H 3.738 -3.680 -3.706  -0.312
H 2.773 6.180 7.480  0.409
H 2.184 0.359 -5.977  -0.541
H -1.341 1.165 -5.708  -0.848
H -6.812 -5.271 5.402  0.303
H 3.277 -9.068 0.240  0.324
H 5.974 0.528 -7.339  0.282
H 1.388 0.410 8.773  0.526
H -4.656 -1.760 7.666  0.371
H 4.819 -10.842 0.330  0.354
H -3.987 0.027 -4.559  -0.376
H 1.654 -3.233 4.880  0.227
H -6.869 4.012 -5.345  0.316
H -8.670 1.572 -9.776  0.353
H 2.993 -2.467 -10.426  0.267
H 1.679 -4.211 3.351  -0.190
H -4.526 0.892 -0.330  -0.479
H 1.800 -2.173 -3.491  0.411
H -0.525 -0.238 -1.888  -1.360
H 1.004 -0.999 -1.961  0.519
H 2.452 3.449 -7.139  -0.364
H -0.058 2.445 14.130  0.237
H -1.612 3.756 -4.921  -0.060
H 1.583 2.745 13.313  0.221
H 2.518 1.300 -7.305  -0.323
H -2.553 2.420 -0.134  -0.592
H -4.706 3.768 -3.104  0.256
H -6.174 1.558 2.085  0.389
H 5.405 -6.929 -7.025  0.240
H 2.301 -7.682 2.726  0.295
H -4.560 -1.534 4.681  -0.165
H 0.133 -1.226 4.137  -0.024
H 1.209 4.423 -2.453  0.098
H -7.560 -1.719 -6.598  0.312
H -5.682 3.179 0.073  0.133
H -3.209 5.087 5.882  0.179
H -0.155 -0.446 -4.288  0.558
H -2.893 2.718 6.937  0.286
H 7.772 -9.143 -1.057  0.243
H 4.307 -4.062 -6.006  0.121
H 1.098 1.116 10.809  0.238
H -7.527 3.551 -1.158  0.439
H 2.540 2.949 1.878  0.120
H 3.708 -7.501 -6.740  0.246
H -6.705 1.236 -2.863  -0.097
H 3.264 -1.660 -4.397  0.122
H -5.504 -6.102 4.489  0.360
H -3.087 0.538 8.862  -0.215
H -3.493 4.257 1.191  0.124
H 1.169 3.075 0.939  -0.872
H 2.237 6.170 -0.494  0.248
H 2.942 -0.193 4.791  0.392
H -4.203 -3.018 -0.919  0.256
H -2.747 5.834 0.960  0.253
H -4.813 0.286 9.286  0.361
H -4.801 1.837 7.759  0.414
H 1.802 -1.956 -5.315  -0.028
H -1.195 2.825 -1.115  -1.227
H 6.912 -10.659 -1.032  0.333
H -4.484 1.870 -7.504  0.370
H 1.416 -6.056 1.378  0.400
H 1.490 4.198 3.729  -0.262
H -7.985 1.995 -0.657  0.369
H -3.361 3.165 3.241  -0.196
H -2.949 5.990 4.323  0.242
H 0.755 4.791 6.530  0.300
H 4.606 4.492 9.421  0.302
H 3.332 4.823 5.262  0.443
H 1.294 -4.202 0.182  0.347
H -2.136 -4.905 1.146  0.325
H 5.230 -1.012 1.375  0.218
H -2.256 2.101 5.326  -0.884
H 7.057 -2.768 -0.274  0.310
H -1.783 2.270 -6.900  0.430
H -2.690 0.292 -2.636  -0.641
H -2.318 -0.827 4.528  -0.634
H 0.513 1.252 5.971  -0.603
H 0.091 -0.699 -9.640  0.614
H 1.072 -0.322 1.598  0.746
H 5.966 4.629 -7.745  0.268
H -9.601 2.278 -8.303  0.209
H 4.173 5.218 7.281  0.662
H -3.248 1.150 -8.508  0.433
H 3.712 1.420 5.163  0.431
H 0.910 1.035 13.388  0.248
H 8.646 -0.476 -2.591  0.369
H 2.413 -6.765 0.160  0.329
H 1.999 -2.510 3.203  0.082
H 2.852 2.520 -4.996  -0.252
H 3.392 5.776 9.858  0.291
H -9.981 0.723 -9.033  0.329
H 1.132 -3.986 7.824  0.199
H -2.773 -2.759 7.245  0.241
H -4.971 2.676 3.761  0.483
H -6.355 0.552 -7.002  0.097
H -7.432 -0.386 -9.312  0.391
H -4.210 2.420 -2.321  -0.714
H -7.948 2.610 -5.091  0.372
H 0.754 -3.488 9.498  0.290
H -6.079 0.363 -0.348  0.693
H -1.807 6.343 5.724  0.286
H -1.367 -3.646 1.691  -0.041
H -0.336 5.676 3.835  0.680
H 2.990 3.588 -3.683  0.225
H -3.009 -3.279 5.004  0.459
H 2.306 -2.274 -8.744  0.146
H -5.289 -5.844 6.204  0.211
H 0.477 1.094 -3.889  -1.591
H 1.396 2.777 8.580  -0.141
H -1.562 1.993 1.950  -0.719
H 3.432 -9.793 1.835  0.382
H 4.375 3.534 -0.960  0.325
H -1.886 1.267 6.924  -0.411
H 7.736 -0.626 -1.148  0.004
H 4.869 0.027 -2.542  -0.163
H -8.402 1.865 -2.902  0.641
H 0.075 1.527 -9.101  0.449
H -4.135 -1.089 -8.051  0.176
H -4.971 -4.207 3.250  0.364
H -0.288 0.534 8.352  -0.302
H 4.837 1.705 -7.830  0.082
H 1.186 -2.535 -10.028  0.393
H 2.560 -3.085 0.193  -0.125
H -6.670 -2.182 -8.002  0.358
H 5.870 2.164 0.482  0.169
H -1.552 0.192 1.782  -0.154
H -1.799 -2.970 9.570  0.471
H -6.172 2.391 -5.084  0.044
H 6.971 -1.052 -2.720  -0.088
H -1.161 2.097 9.660  -0.082
H 6.273 -0.050 0.434  0.043
H 3.124 2.626 -1.545  -0.166
H 4.956 -7.452 1.367  0.251
H 0.712 1.856 -1.593  -0.988
H -0.306 4.450 -3.161  0.254
H -8.841 -1.074 -8.592  0.531
H 4.402 -5.285 -3.400  0.471
H -0.507 1.044 2.977  -0.209
H 4.580 5.494 -7.311  0.417

The HOMO energy is -8.34 eV. The charge is 0. The calculation puts the energy above the lowest of the compared OMol25 structures with the same formula, charge and spin at 0.000 eV.


(2)
DFT (the ωB97M-V functional and the def2-TZVPD basis) results for a 2-piece molecular cluster, C3H5NO3P overall.

Last column: natural (NBO) charge in e.
CARTESIAN COORDINATES (ANGSTROEM)
P 3.243 -1.575 0.443  1.712
O 0.901 -1.449 0.256  -0.649
O 3.642 -0.723 1.488  -0.881
O 1.570 0.508 -0.426  -0.647
N -0.993 1.289 -0.824  -0.858
C -1.781 -0.517 0.553  -0.237
C -0.827 0.148 -0.095  -0.050
C 0.550 -0.282 -0.042  0.787
H -1.804 1.869 -0.487  0.407
H -1.536 -1.482 1.054  0.249
H -2.824 -0.154 0.343  0.233
H 1.099 1.352 -0.428  0.529
H -1.240 1.016 -1.835  0.403

The HOMO energy is -14.10 eV. The charge is +1. The calculation puts the energy above the lowest of the compared OMol25 structures with the same formula, charge and spin at 0.639 eV.


(3)
DFT (the ωB97M-V functional and the def2-TZVPD basis) results for a 2-piece molecular cluster, C2HN2PS2 overall.

Last column: natural (NBO) charge in e.
CARTESIAN COORDINATES (ANGSTROEM)
S 1.708 -1.148 0.605  -0.143
S 0.578 1.562 -1.324  -0.096
P 0.242 0.181 0.377  0.781
N -2.755 -2.390 -1.720  -0.522
N 0.588 1.777 2.978  -0.223
C 0.420 1.244 1.986  -0.036
C -2.109 -1.914 -0.923  0.065
H 1.328 0.689 -1.979  0.174

The HOMO energy (alpha / beta) is -9.87 / -9.87 eV. The charge is 0. The calculation puts the energy above the lowest of the compared OMol25 structures with the same formula, charge and spin at 4.971 eV.


(4)
DFT (the ωB97M-V functional and the def2-TZVPD basis) results for C18H13BCl2N10O2PdS2 as an isolated structure.

Last column: Mulliken spin population.
CARTESIAN COORDINATES (ANGSTROEM)
Pd -0.131 1.192 -1.027  0.513
Cl 4.314 -0.715 0.351  0.002
Cl 4.521 -0.416 -2.543  0.001
S 0.174 1.797 -3.530  -0.097
S -0.998 3.590 -0.881  0.096
O 1.759 -0.259 -1.100  0.072
O 2.197 1.882 -1.161  0.048
N 0.343 1.155 1.198  0.120
N -1.067 6.698 -2.707  -0.015
N -0.456 -1.618 -0.414  0.011
N -0.648 -2.369 1.957  -0.003
N 0.633 4.696 -5.616  0.005
N -2.083 0.690 0.126  0.199
N 0.548 -2.979 2.013  0.000
N -0.817 -0.874 -1.477  0.021
N 0.418 -0.153 1.515  -0.007
N -2.002 -0.318 1.010  0.003
C -0.055 3.476 -3.477  0.010
C 1.457 -0.337 2.346  0.024
C -0.571 4.207 -2.402  -0.023
C 0.476 -3.999 2.830  0.000
C 0.303 4.166 -4.657  0.001
C -3.276 1.252 0.228  -0.005
C 2.546 0.693 -1.104  -0.001
C -3.161 -0.382 1.688  0.002
C -1.519 -3.072 2.714  0.000
C 4.062 0.363 -1.024  0.020
C 1.341 1.791 1.800  -0.008
C 2.078 0.882 2.556  0.021
C -0.522 -1.548 -2.583  0.003
C -4.008 0.597 1.217  0.007
C -0.838 -4.119 3.305  0.000
C 0.047 -2.779 -0.852  -0.003
C -0.828 5.586 -2.576  -0.002
C 0.012 -2.785 -2.236  0.006
B -0.700 -1.142 1.054  -0.023
H 1.326 -4.621 3.017  0.000
H 1.715 -1.306 2.717  0.001
H 1.469 2.853 1.702  0.000
H -2.558 -2.833 2.802  0.000
H 0.329 -3.568 -2.893  0.000
H -1.223 -4.874 3.958  0.000
H 0.442 -3.514 -0.182  0.001
H -0.728 -1.148 -3.559  0.002
H -3.329 -1.086 2.473  -0.003
H -5.006 0.813 1.537  0.003
H 4.649 1.273 -0.890  -0.001
H 2.933 1.080 3.167  0.000
H -3.570 2.079 -0.391  -0.003

The HOMO energy (alpha / beta) is -11.88 / -11.88 eV. The charge is +1. The calculation puts the energy above the lowest of the compared OMol25 structures with the same formula, charge and spin at 0.659 eV. The multiplicity is 2.